#1
The following is a DFT calculation (ωB97M-V with the def2-TZVPD basis set) of a cluster of 2 separate species, CH3ClOS2 in total.

Values from the calculation:
- frontier orbital gap (alpha / beta) (eV) = 8.988 / 5.860
- molar mass (g mol⁻¹) = 130.62
- multiplicity = 1
- HOMO energy (alpha / beta) (eV) = -10.135 / -9.348

Bonds (Å) are listed after each position.
Atoms and positions in Å:
1 C -0.15 -0.06 0.14  H6 1.067, H7 1.097, H8 1.131
2 O 2.86 -0.01 1.75  S4 1.443
3 S 3.88 1.61 -0.45  S4 2.016
4 S 2.73 0.15 0.32  O2 1.443, S3 2.016, Cl5 2.149
5 Cl 3.37 -1.74 -0.49  S4 2.149
6 H -0.75 0.23 0.97  C1 1.067
7 H -0.21 0.54 -0.78  C1 1.097
8 H 0.53 -0.96 0.00  C1 1.131

***

#2
The following is a DFT calculation (ωB97M-V with the def2-TZVPD basis set) of a cluster of 2 separate species, CH3ClOS2 in total.

Values from the calculation:
- frontier orbital gap (alpha / beta) (eV) = 7.725 / 6.774
- molar mass (g mol⁻¹) = 130.62
- multiplicity = 1
- HOMO energy (alpha / beta) (eV) = -9.425 / -8.876

Bonds (Å) are listed after each position.
Atoms and positions in Å:
1 C -0.04 -0.16 0.32  S3 1.785, H6 1.019, H7 1.032, H8 1.011
2 O -0.97 -3.70 -2.42  S4 1.483
3 S -1.52 -1.07 0.74  C1 1.785
4 S -2.05 -2.68 -2.37  O2 1.483, Cl5 2.146
5 Cl -1.22 -0.89 -3.21  S4 2.146
6 H 0.84 -0.58 0.65  C1 1.019
7 H 0.03 0.77 0.77  C1 1.032
8 H -0.06 0.11 -0.65  C1 1.011

***

Most stable: #2 (next structure +1.269 eV)

***

#1
The following is a DFT calculation (ωB97M-V with the def2-TZVPD basis set) of the molecule C5H9N2OP.

Values from the calculation:
- frontier orbital gap (alpha / beta) (eV) = 6.986 / 7.105
- molar mass (g mol⁻¹) = 144.11
- multiplicity = 1
- HOMO energy (alpha / beta) (eV) = -7.215 / -7.176

Bonds (Å) are listed after each position.
Atoms and positions in Å:
1 C 1.90 0.26 0.08  N6 1.334, P9 1.618
2 C -0.50 -0.48 0.18  N6 1.453, N7 1.391, O8 1.202
3 C -0.36 2.00 0.05  N7 1.345, H10 1.131, H11 1.081
4 C 1.36 -2.08 0.04  N6 1.474, H12 1.096, H13 1.137, H14 1.190
5 C -2.36 0.96 -0.38  N7 1.443, H15 1.153, H16 1.096, H17 1.205
6 N 0.94 -0.66 0.08  C1 1.334, C2 1.453, C4 1.474
7 N -1.00 0.82 0.09  C2 1.391, C3 1.345, C5 1.443
8 O -1.14 -1.49 0.14  C2 1.202
9 P 3.43 0.69 -0.18  C1 1.618, H18 1.423
10 H 0.76 1.81 0.12  C3 1.131
11 H -0.85 2.85 -0.40  C3 1.081
12 H 2.38 -2.29 0.38  C4 1.096
13 H 0.63 -2.75 0.60  C4 1.137
14 H 1.20 -2.61 -1.02  C4 1.190
15 H -2.96 0.08 -0.82  C5 1.153
16 H -2.98 1.43 0.39  C5 1.096
17 H -2.40 1.66 -1.35  C5 1.205
18 H 4.10 -0.02 0.86  P9 1.423

***

#2
The following is a DFT calculation (ωB97M-V with the def2-TZVPD basis set) of the molecule C5H9N2OP.

Values from the calculation:
- SMILES = [H]/P=C1/CN(C)C(=O)N1C
- frontier orbital gap (eV) = 8.592
- molar mass (g mol⁻¹) = 144.11
- multiplicity = 1
- HOMO energy (eV) = -8.066

Bonds (Å) are listed after each position.
Atoms and positions in Å:
1 H 2.19 2.80 0.01  P2 1.363
2 P 0.90 2.83 -0.42  H1 1.363, C3 1.675
3 C 0.29 1.29 -0.15  P2 1.675, C4 1.508, N9 1.380
4 C -1.15 0.88 -0.32  C3 1.508, N5 1.428, H11 1.122, H12 1.100
5 N -1.13 -0.53 -0.07  C4 1.428, C6 1.389, C7 1.374
6 C -2.22 -1.39 -0.11  N5 1.389, H13 1.159, H14 1.096, H15 1.105
7 C 0.15 -0.99 0.14  N5 1.374, O8 1.238, N9 1.392
8 O 0.45 -2.17 0.35  C7 1.238
9 N 0.97 0.13 0.16  C3 1.380, C7 1.392, C10 1.462
10 C 2.40 -0.06 0.43  N9 1.462, H16 1.016, H17 1.070, H18 1.185
11 H -1.87 1.55 0.22  C4 1.122
12 H -1.47 1.24 -1.30  C4 1.100
13 H -3.14 -1.08 -0.75  C6 1.159
14 H -1.87 -2.38 -0.42  C6 1.096
15 H -2.68 -1.46 0.90  C6 1.105
16 H 2.89 0.75 0.80  C10 1.016
17 H 2.40 -0.90 1.09  C10 1.070
18 H 2.87 -0.49 -0.57  C10 1.185

***

Most stable: #2 (next structure +4.600 eV)

***

#1
The following is a DFT calculation (ωB97M-V with the def2-TZVPD basis set) of the ion CH5N2O2 with charge +1.

Values from the calculation:
- SMILES = C/[N+](O)=N/O
- frontier orbital gap (eV) = 11.084
- molar mass (g mol⁻¹) = 77.06
- multiplicity = 1
- HOMO energy (eV) = -17.424
- net charge = +1

Bonds (Å) are listed after each position.
Atoms and positions in Å:
1 C 0.94 -0.78 -0.10  N2 1.409, H6 1.116, H7 1.116, H8 1.168
2 N -0.13 0.12 0.04  C1 1.409, O3 1.705, N4 1.218
3 O -0.57 0.84 -1.44  N2 1.705, H9 0.918
4 N -0.80 0.44 1.01  N2 1.218, O5 1.313
5 O -1.93 1.07 0.82  N4 1.313, H10 0.908
6 H 1.51 -0.79 0.85  C1 1.116
7 H 1.59 -0.30 -0.88  C1 1.116
8 H 0.33 -1.68 -0.53  C1 1.168
9 H -1.45 1.07 -1.30  O3 0.918
10 H -2.19 1.40 1.62  O5 0.908

***

#2
The following is a DFT calculation (ωB97M-V with the def2-TZVPD basis set) of a cluster of 2 separate species, CH5N2O2 in total.

Values from the calculation:
- frontier orbital gap (alpha / beta) (eV) = 5.731 / 5.729
- molar mass (g mol⁻¹) = 77.06
- multiplicity = 1
- HOMO energy (alpha / beta) (eV) = -14.413 / -14.412
- net charge = +1

Bonds (Å) are listed after each position.
Atoms and positions in Å:
1 C -0.98 0.68 1.72  H6 1.108, H7 1.090, H8 1.001
2 N 1.37 -0.39 -1.00  N3 1.272, O4 1.224, H9 0.984
3 N 0.28 0.08 -0.54  N2 1.272, O5 1.323
4 O 1.37 -1.11 -1.99  N2 1.224
5 O -0.86 -0.34 -1.05  N3 1.323, H10 1.060
6 H -0.12 0.11 2.13  C1 1.108
7 H -1.71 0.20 1.08  C1 1.090
8 H -0.93 1.58 2.15  C1 1.001
9 H 2.14 0.00 -0.54  N2 0.984
10 H -0.56 -0.80 -1.96  O5 1.060

***

Most stable: #1 (next structure +2.319 eV)

***

#1
The following is a DFT calculation (ωB97M-V with the def2-TZVPD basis set) of the molecule C3H3F.

Values from the calculation:
- SMILES = C#CCF
- frontier orbital gap (eV) = 11.360
- molar mass (g mol⁻¹) = 58.06
- multiplicity = 1
- HOMO energy (eV) = -10.425

Bonds (Å) are listed after each position.
Atoms and positions in Å:
1 C 1.14 1.47 -0.01  C2 1.198, H5 1.054
2 C 0.44 0.51 -0.19  C1 1.198, C3 1.833
3 C -0.71 -0.90 -0.42  C2 1.833, F4 1.323, H6 1.086, H7 1.058
4 F -1.10 -0.80 -1.69  C3 1.323
5 H 1.37 2.47 -0.24  C1 1.054
6 H -0.22 -1.86 -0.30  C3 1.086
7 H -1.48 -0.50 0.19  C3 1.058

***

#2
The following is a DFT calculation (ωB97M-V with the def2-TZVPD basis set) of a cluster of 2 separate species, C3H3F in total.

Values from the calculation:
- frontier orbital gap (eV) = 8.993
- molar mass (g mol⁻¹) = 58.06
- multiplicity = 1
- HOMO energy (eV) = -9.927

Bonds (Å) are listed after each position.
Atoms and positions in Å:
1 C 1.77 1.07 0.00  C2 1.201, H5 1.017
2 C 0.90 0.24 0.00  C1 1.201
3 C -1.42 -0.29 -0.05  F4 1.358, H6 1.096, H7 1.088
4 F -1.95 0.96 0.02  C3 1.358
5 H 2.67 1.50 0.20  C1 1.017
6 H -1.36 -0.81 -1.01  C3 1.096
7 H -1.72 -0.94 0.78  C3 1.088

***

Most stable: #1 (next structure +2.281 eV)